Molecular formula: C25H27AuN4S
Method: DFT, wB97M-V/def2-TZVPD

ORCA input file:
```
! RIJCOSX wB97M-V def2-TZVPD def2/J DEFGRID3
* xyz 2 1
Au 0.23 1.00 0.21
N -1.66 2.10 0.25
C -2.74 1.23 0.68
C -3.55 1.64 1.72
C -4.59 0.83 2.16
C -4.80 -0.40 1.55
C -3.97 -0.81 0.51
C -2.91 -0.01 0.06
C -2.04 -0.48 -1.05
C -2.63 -1.18 -2.11
C -1.89 -1.65 -3.17
C -0.52 -1.42 -3.21
C 0.09 -0.71 -2.18
C -0.66 -0.26 -1.11
H -1.62 2.92 0.86
H -1.83 2.46 -0.69
H -3.40 2.61 2.17
H -5.23 1.16 2.97
H -5.61 -1.04 1.87
H -4.14 -1.77 0.05
H -3.71 -1.33 -2.11
H -2.37 -2.19 -3.97
H 0.08 -1.78 -4.04
H 1.16 -0.53 -2.21
S 1.21 3.25 0.77
C 2.04 3.46 -0.71
N 2.72 4.64 -0.86
C 3.40 4.95 -1.98
C 3.43 4.05 -3.00
C 2.73 2.85 -2.80
N 2.06 2.57 -1.70
H 2.69 5.30 -0.09
H 3.90 5.91 -2.00
H 3.97 4.25 -3.92
H 2.72 2.09 -3.57
C -1.70 -3.02 1.44
N -0.48 -2.18 1.61
C 0.06 -2.28 2.99
C 0.55 -2.52 0.56
C 1.78 -1.66 0.63
C 2.96 -2.34 0.91
C 4.18 -1.69 1.02
C 4.22 -0.32 0.85
C 3.05 0.37 0.57
C 1.82 -0.26 0.45
H -2.46 -2.69 2.14
H -1.42 -4.05 1.65
H -2.05 -2.93 0.42
H -0.74 -1.20 1.44
H 0.36 -3.31 3.17
H -0.73 -2.00 3.69
H 0.91 -1.61 3.09
H 0.02 -2.46 -0.39
H 0.82 -3.56 0.74
H 2.92 -3.41 1.05
H 5.08 -2.26 1.23
H 5.16 0.21 0.94
H 3.12 1.44 0.46
*
```

The calculation puts the energy above the lowest of the compared OMol25 structures with the same formula, charge and spin at 0.00 kJ/mol. The frontier orbital gap is 8.05 eV. The molar mass comes out at 612.55 g/mol. The calculation puts the HOMO energy at -0.5169 hartree. As for the total energy: -1721.23772 Eh.

---

Molecular formula: C25H27BN2O6
Method: DFT, wB97M-V/def2-TZVPD

ORCA input file:
```
! RIJCOSX wB97M-V def2-TZVPD def2/J DEFGRID3
* xyz 0 1
C 4.95 0.84 -2.19
N 3.81 0.08 -1.74
C 2.59 0.62 -1.46
C 1.69 -0.42 -1.14
C 0.30 -0.28 -0.98
C -0.60 -1.29 -1.32
C -0.39 -2.44 -2.13
N -1.53 -3.18 -2.19
C -1.69 -4.44 -2.89
C -2.54 -2.53 -1.46
C -1.98 -1.37 -0.90
C -2.74 -0.56 -0.08
C -4.06 -0.92 0.19
C -4.62 -2.07 -0.40
C -3.87 -2.89 -1.27
C 2.47 -1.66 -1.13
C 3.78 -1.32 -1.55
C 4.82 -2.24 -1.60
C 4.53 -3.57 -1.24
C 3.25 -3.91 -0.80
C 2.20 -2.97 -0.75
H 5.83 0.19 -2.15
H 4.83 1.21 -3.21
H 5.11 1.70 -1.52
H 2.39 1.69 -1.49
H -0.09 0.68 -0.65
H 0.50 -2.74 -2.66
H -2.69 -4.81 -2.68
H -1.56 -4.33 -3.97
H -0.95 -5.18 -2.55
H -2.27 0.33 0.33
H -4.65 -0.28 0.84
H -5.66 -2.31 -0.18
H -4.29 -3.75 -1.77
H 5.82 -1.92 -1.89
H 5.30 -4.33 -1.30
H 3.05 -4.94 -0.50
H 1.20 -3.26 -0.44
C -0.48 0.58 4.68
C -0.19 0.80 3.21
O -1.13 1.58 2.67
B -0.77 2.40 1.52
H -0.57 1.64 0.48
O -1.87 3.39 1.31
C -3.14 3.02 1.43
C -4.07 4.18 1.70
O -3.57 1.88 1.34
O 0.43 3.14 1.87
C 0.73 4.23 1.14
C 1.33 5.33 1.99
O 0.52 4.34 -0.06
O 0.77 0.34 2.62
H -1.47 0.98 4.92
H -0.43 -0.49 4.89
H 0.28 1.10 5.26
H -3.54 5.12 1.84
H -4.78 4.27 0.87
H -4.65 3.93 2.60
H 1.46 4.99 3.02
H 2.28 5.64 1.56
H 0.63 6.18 1.96
*
```

The frontier orbital gap is 6.51 eV. The molar mass comes out at 462.31 g/mol. The calculation puts the HOMO energy at -0.2990 hartree. As for the total energy: -1554.77279 Eh.

---

Molecular formula: C25H27BN3O
Method: DFT, wB97M-V/def2-TZVPD

ORCA input file:
```
! RIJCOSX wB97M-V def2-TZVPD def2/J DEFGRID3
* xyz 1 1
C -9.82 0.04 4.59
O -10.35 -0.51 5.81
C -9.53 -1.33 6.52
C -10.14 -1.84 7.69
C -9.45 -2.68 8.50
N -8.18 -3.02 8.19
B -7.83 -4.01 9.26
H -4.52 -3.07 7.01
C -7.54 -2.58 7.05
C -8.20 -1.70 6.19
H -10.66 0.64 4.24
H -8.94 0.69 4.76
H -9.58 -0.74 3.84
H -11.14 -1.56 7.97
H -9.84 -3.11 9.43
H -7.58 -3.52 10.31
H -7.95 -5.14 8.94
H -6.52 -2.94 6.85
H -7.69 -1.33 5.31
C -4.57 -7.44 3.61
N -4.15 -6.15 4.17
C -4.18 -5.82 5.51
C -3.71 -4.51 5.71
C -3.65 -3.69 7.00
C -2.63 -2.66 7.44
C -1.60 -2.06 6.72
N -1.22 -0.88 7.35
C -0.17 -0.01 6.88
C -2.06 -0.66 8.45
C -2.97 -1.73 8.52
C -3.96 -1.69 9.53
C -3.93 -0.66 10.50
C -2.99 0.38 10.42
C -2.05 0.39 9.38
C -3.48 -3.99 4.38
C -3.69 -5.06 3.44
C -3.58 -4.85 2.06
C -3.20 -3.56 1.62
C -3.01 -2.52 2.55
C -3.20 -2.71 3.92
H -4.48 -7.43 2.52
H -3.93 -8.27 3.98
H -5.61 -7.67 3.87
H -4.43 -6.59 6.24
H -3.67 -4.47 7.81
H -1.05 -2.43 5.85
H -0.03 0.87 7.53
H 0.78 -0.58 6.81
H -0.41 0.31 5.85
H -4.70 -2.48 9.60
H -4.66 -0.65 11.32
H -3.01 1.17 11.17
H -1.34 1.21 9.28
H -3.82 -5.65 1.34
H -3.09 -3.36 0.56
H -2.72 -1.53 2.19
H -3.15 -1.91 4.65
*
```

The calculation puts the energy above the lowest of the compared OMol25 structures with the same formula, charge and spin at 125.90 kJ/mol. The frontier orbital gap is 5.54 eV. The molar mass comes out at 396.32 g/mol. The calculation puts the HOMO energy at -0.3545 hartree. As for the total energy: -1232.92451 Eh.

---

Molecular formula: C25H27F10N6O2Pt
Method: DFT, wB97M-V/def2-TZVPD

ORCA input file:
```
! RIJCOSX wB97M-V def2-TZVPD def2/J DEFGRID3
* xyz 1 1
Pt 0.13 0.30 -0.10
C -2.89 -1.25 0.39
N -1.46 -1.35 0.66
C -1.21 -1.32 2.09
C -1.47 0.10 2.59
N -0.95 1.08 1.67
C -1.32 2.37 1.88
C -0.36 3.40 1.83
F 0.90 3.07 1.53
C -0.65 4.73 2.10
F 0.30 5.65 2.07
C -1.96 5.10 2.41
F -2.26 6.37 2.68
C -2.96 4.13 2.41
F -4.23 4.46 2.63
C -2.64 2.81 2.15
F -3.65 1.92 2.09
C -0.83 -2.47 -0.02
C -0.86 -2.28 -1.54
N -0.56 -0.92 -1.93
C -1.09 -0.49 -3.10
C -0.31 0.27 -4.00
F 0.99 0.47 -3.70
C -0.76 0.76 -5.22
F 0.08 1.46 -5.98
C -2.06 0.50 -5.64
F -2.50 0.95 -6.80
C -2.88 -0.24 -4.79
F -4.14 -0.49 -5.13
C -2.41 -0.73 -3.58
F -3.29 -1.40 -2.82
H -3.41 -2.11 0.84
H -3.29 -0.34 0.81
H -3.09 -1.25 -0.67
H -1.86 -2.02 2.62
H -0.18 -1.60 2.27
H -2.54 0.25 2.78
H -0.96 0.25 3.55
H 0.21 -2.55 0.30
H -1.34 -3.42 0.22
H -0.06 -2.91 -1.96
H -1.79 -2.65 -1.96
N 0.05 2.47 -1.34
C 1.04 3.56 -1.47
C 2.26 3.18 -2.29
C 3.45 2.61 -1.50
C 3.11 1.51 -0.49
N 2.24 0.47 -1.07
H -0.21 2.17 -2.28
H -0.79 2.84 -0.91
H 1.35 3.88 -0.48
H 0.55 4.42 -1.96
H 2.62 4.08 -2.79
H 1.97 2.49 -3.08
H 3.93 3.42 -0.95
H 4.17 2.22 -2.22
H 2.60 1.96 0.36
H 4.04 1.07 -0.13
H 2.60 -0.47 -0.91
H 2.17 0.61 -2.07
O 2.36 -2.02 0.29
C 2.42 -1.39 1.33
C 3.29 -1.68 2.53
C 3.06 -0.47 3.43
C 1.87 0.24 2.79
O 1.23 1.13 3.30
N 1.64 -0.31 1.57
H 4.33 -1.82 2.23
H 2.95 -2.61 2.98
H 3.90 0.22 3.40
H 2.85 -0.71 4.47
*
```

The calculation puts the energy above the lowest of the compared OMol25 structures with the same formula, charge and spin at 475.06 kJ/mol. The frontier orbital gap (spin up / spin down) is 5.04 / 5.03 eV. The molar mass comes out at 828.59 g/mol. The calculation puts the HOMO energy (spin up / spin down) at -0.3999 / -0.3994 hartree. As for the total energy: -2565.41579 Eh.

---

Question: What is the molar mass in the first record?
Answer: 612.55 g/mol

---

Question: Which formula does entry 2 have?
Answer: C25H27BN2O6

---

Question: Which of these has the lowest molar mass?
Answer: C25H27BN3O